This record from OMol25 describes a cluster of 2 separate species, C4H5BrSi in total at a distorted geometry. The level of theory is ωB97M-V/def2-TZVPD.

Cartesian coordinates (Å):
C  0.527651  0.021392  1.357356
C  -0.838766  0.568542  1.227724
C  1.005411  -0.555555  0.199083
C  -1.484562  0.319303  0.043387
Si  -0.215947  -0.535803  -1.149743
Br  2.036385  0.900163  -3.720691
H  1.041774  0.238640  2.239724
H  -1.267569  1.151229  1.975029
H  1.800144  -1.336661  0.211375
H  -2.537812  0.623144  -0.165539
H  -0.066708  -1.394396  -2.217705

Cartesian forces (eV/Å) of the 2 atoms listed first:
-0.399 -0.112 -3.306
-0.052 -1.074 -3.279

Properties
energy relative to the best compared isomer or geometry (same formula, charge and spin) = 358.71 kJ/mol
E_tot = -82145.1324 eV
HOMO level (spin up / spin down) = -9.14 / -8.11 eV
charge = 0

These are the Mulliken partial charges, in e, on atoms 1 to 4: -0.428 -0.241 -0.320 -0.467